The following is a DFT calculation (ωB97M-V with the def2-TZVPD basis set) of C25H34NO2SiSr as an isolated structure at a distorted geometry.

**Largest force on an atom**: 6.07 eV/A
**Net charge**: -1
**Molar mass**: 496.3 g/mol
**HOMO level**: -3.2 eV
**Orbital gap**: 0.1934 Ha
**E**: -40778.268 eV

Each line ends with the Mulliken charge.
CARTESIAN COORDINATES (ANGSTROEM)
C (2.226, 0.147, 2.103)  0.5505
C (2.520, -0.423, 0.852)  -1.4136
C (2.423, 0.563, -0.136)  0.2422
H (2.778, -1.467, 0.753)  0.3869
C (2.009, 1.753, 0.487)  -0.9060
C (1.876, 1.502, 1.876)  -0.9339
H (1.694, 2.674, 0.002)  0.3338
C (-1.377, -1.831, 2.083)  0.0875
C (-0.254, -2.395, 1.448)  -0.5634
C (-0.504, -2.430, 0.066)  -0.5550
H (0.663, -2.721, 1.937)  0.3338
C (-1.732, -1.797, -0.195)  -0.2082
C (-2.273, -1.423, 1.063)  -1.6211
H (2.653, 0.423, -1.179)  0.3727
H (1.353, 2.193, 2.535)  0.1407
H (2.257, -0.445, 3.012)  0.2892
H (-3.077, -0.708, 1.225)  0.2440
H (0.150, -2.869, -0.690)  0.3368
H (-1.614, -1.774, 3.141)  0.4769
Sr (-0.448, 0.560, 0.871)  1.7203
C (-2.406, -1.535, -1.511)  3.1203
C (-3.811, -2.140, -1.344)  -2.0006
C (-1.647, -2.221, -2.638)  -2.4553
H (-3.743, -3.136, -0.883)  0.3977
H (-4.322, -2.250, -2.304)  0.5035
H (-4.435, -1.530, -0.681)  0.3560
H (-1.674, -3.306, -2.510)  0.5002
H (-0.603, -1.902, -2.672)  0.3127
H (-2.104, -1.974, -3.598)  0.4021
C (-2.522, -0.003, -1.846)  -1.4360
C (-1.290, 0.727, -2.391)  0.1959
H (-2.996, 0.548, -1.018)  0.2409
H (-3.267, 0.096, -2.631)  0.4676
O (-0.190, 0.603, -1.748)  -0.1964
N (-1.392, 1.574, -3.379)  -0.0590
C (-0.261, 2.559, -3.566)  -1.2222
H (-1.923, 1.325, -4.262)  0.3572
C (1.126, 1.984, -3.797)  0.9730
C (2.274, 2.628, -3.310)  -0.3163
H (2.148, 3.516, -2.686)  0.2594
C (3.554, 2.147, -3.616)  -0.5810
H (4.448, 2.651, -3.231)  0.3377
C (3.692, 1.011, -4.426)  -0.3933
H (4.685, 0.629, -4.675)  0.3598
C (2.550, 0.375, -4.922)  -0.6838
H (2.632, -0.507, -5.556)  0.3707
C (1.280, 0.868, -4.608)  -0.0991
H (0.382, 0.397, -5.006)  0.2461
H (-0.231, 3.118, -2.625)  0.3351
H (-0.537, 3.234, -4.386)  0.3702
C (0.419, -1.692, 5.116)  -1.1065
Si (-0.047, 0.081, 4.589)  0.3188
C (-1.807, 0.578, 5.149)  -1.1138
C (1.280, 1.267, 5.242)  -1.0816
O (-0.343, 0.369, 3.036)  -0.7264
H (0.412, -1.697, 6.227)  0.4165
H (1.427, -2.010, 4.774)  0.2895
H (-0.300, -2.456, 4.759)  0.3406
H (-1.825, 0.612, 6.247)  0.3588
H (-1.964, 1.555, 4.657)  0.1637
H (-2.523, -0.128, 4.695)  0.2401
H (2.289, 1.013, 4.871)  0.3007
H (1.021, 2.275, 4.866)  0.2044
H (1.221, 1.213, 6.345)  0.4182